Record 1
17
Properties=species:S:1:pos:R:3:forces:R:3 method="wB97M-V/def2-TZVPD" homo_energy_ha=-0.336 gap_ha=0.373 lumo_ev=1.0 spin_multiplicity=1 total_energy_ev=-9795.3350 smiles="[H]/N=C1/CC2(CC2)NN1" de_lowest_kcal_mol=141.4 total_charge=0
H 2.358217 -1.825023 1.172347 1.8 -1.1 2.9
N 2.241212 -1.551940 0.256609 0.6 0.0 -1.0
C 1.024149 -1.279464 0.284639 0.3 -2.3 3.0
C 0.347586 -0.838040 -0.807121 0.6 7.7 -4.6
C -0.269982 0.524063 -0.172052 -6.6 -17.3 1.2
C -1.335235 1.316155 -0.862426 2.7 -0.1 1.5
C 0.074937 1.704651 -0.199552 2.5 14.3 -1.1
N -0.780163 -0.033789 1.200755 0.1 -2.5 -0.8
N 0.052424 -1.423253 1.312025 -1.2 2.5 1.8
H 1.058239 -0.402440 -1.618008 -0.9 -1.3 1.2
H -0.337915 -1.450776 -1.256873 -2.0 -1.4 -0.7
H -1.259678 1.346658 -1.885094 0.1 0.0 -2.2
H -2.257094 1.560200 -0.472110 -1.5 0.3 1.4
H 0.033332 2.294780 0.772452 0.5 -0.5 -1.7
H 0.573715 2.020564 -1.142762 0.7 0.3 1.6
H -1.763503 -0.434517 1.056263 1.8 0.9 -0.1
H 0.239759 -1.527828 2.360907 0.5 0.3 -2.3

---

Record 2
13
Properties=species:S:1:pos:R:3:forces:R:3 method="wB97M-V/def2-TZVPD" homo_energy_ha=-0.334 gap_ha=0.381 lumo_ev=1.3 spin_multiplicity=1 total_energy_ev=-5314.1648 smiles="C1=CCCC1" de_lowest_kcal_mol=0.0 total_charge=0
C -0.496335 1.037215 -0.722118 0.2 0.0 0.0
C 0.821359 0.905234 -0.580686 -0.1 0.1 0.0
C 1.179495 -0.349866 0.182711 0.0 0.0 0.0
C -0.170388 -0.745975 0.815442 0.0 -0.1 0.1
C -1.231674 -0.141649 -0.122464 -0.1 0.0 0.0
H -0.990969 1.854894 -1.238502 0.1 -0.2 0.0
H 1.567261 1.585122 -0.984714 -0.1 -0.1 0.1
H 1.549637 -1.128124 -0.501011 0.0 0.1 0.1
H 1.963942 -0.184434 0.929630 -0.1 0.0 -0.1
H -0.287886 -1.824641 0.957831 0.0 0.2 0.0
H -0.254664 -0.267138 1.798185 0.0 -0.1 -0.1
H -1.501554 -0.850370 -0.919755 0.0 0.1 0.1
H -2.159820 0.117724 0.398603 0.2 0.0 -0.1

---

Record 3
32
Properties=species:S:1:pos:R:3:forces:R:3 method="wB97M-V/def2-TZVPD" homo_energy_ha=-0.395 gap_ha=0.281 lumo_ev=-3.1 spin_multiplicity=1 total_energy_ev=-17173.1198 de_lowest_kcal_mol=45.1 total_charge=+1
C -0.555452 -2.802144 -0.986894 1.0 2.0 0.3
C 0.364838 -3.123170 0.193602 -1.8 -1.4 0.4
C -0.230135 -1.322851 -2.992834 -0.7 -0.1 2.5
N 0.039058 -1.563354 -1.687350 0.3 -1.8 -0.9
N -1.372474 -1.883427 -3.428684 -0.3 0.8 -1.2
N 0.479886 -0.480501 -3.727398 0.1 -0.1 -0.7
H -0.628561 -3.630450 -1.691623 -0.1 0.1 0.1
H -1.526219 -2.498996 -0.609421 -0.2 -0.1 -0.2
H -0.283179 -3.416866 1.035719 0.0 -0.8 -0.5
H 0.804089 -2.327889 0.759095 1.0 1.0 -0.7
H 0.998662 -1.441315 -1.383238 -0.2 0.6 0.0
H -2.187917 -1.868662 -2.828015 0.3 -0.3 0.1
H -1.599279 -1.733895 -4.404526 0.0 0.0 0.1
H 1.474129 -0.344810 -3.641347 -0.1 0.0 0.4
H 0.015367 0.062855 -4.438895 0.1 -0.2 -0.2
H 0.975762 -3.970174 -0.111074 0.6 0.3 0.6
C -1.015907 -0.585299 3.078261 -0.8 -1.2 1.9
C 1.181417 2.370764 2.397303 -1.3 -0.7 0.4
C 0.865694 2.569014 1.069171 0.3 1.2 -1.8
C 0.430836 1.424152 3.111832 0.9 0.2 -0.5
C -0.659109 0.753338 2.535108 1.2 0.2 -0.3
C -0.161045 1.913543 0.409030 -1.6 -0.9 2.2
C -0.958241 1.079895 1.220741 0.2 -0.9 -1.3
O 1.536813 3.412786 0.211296 0.4 0.2 0.4
H 1.945631 2.889775 2.944325 0.5 0.2 -0.3
H 0.974521 1.111628 4.007029 -1.0 -0.1 0.3
H -0.467344 2.074144 -0.611982 0.4 0.3 -0.1
H 2.140417 3.991381 0.688004 0.1 -0.1 0.1
H -1.552088 -1.337363 2.492514 -0.1 0.7 -0.7
H -1.545305 -0.671025 4.065724 0.4 0.7 -0.7
H -1.680886 0.404043 0.738719 0.0 0.6 0.1
H -0.055744 -1.040809 3.256740 0.4 -0.5 0.3

---

Repeat the third record exactly.
32
Properties=species:S:1:pos:R:3:forces:R:3 method="wB97M-V/def2-TZVPD" homo_energy_ha=-0.395 gap_ha=0.281 lumo_ev=-3.1 spin_multiplicity=1 total_energy_ev=-17173.1198 de_lowest_kcal_mol=45.1 total_charge=+1
C -0.555452 -2.802144 -0.986894 1.0 2.0 0.3
C 0.364838 -3.123170 0.193602 -1.8 -1.4 0.4
C -0.230135 -1.322851 -2.992834 -0.7 -0.1 2.5
N 0.039058 -1.563354 -1.687350 0.3 -1.8 -0.9
N -1.372474 -1.883427 -3.428684 -0.3 0.8 -1.2
N 0.479886 -0.480501 -3.727398 0.1 -0.1 -0.7
H -0.628561 -3.630450 -1.691623 -0.1 0.1 0.1
H -1.526219 -2.498996 -0.609421 -0.2 -0.1 -0.2
H -0.283179 -3.416866 1.035719 0.0 -0.8 -0.5
H 0.804089 -2.327889 0.759095 1.0 1.0 -0.7
H 0.998662 -1.441315 -1.383238 -0.2 0.6 0.0
H -2.187917 -1.868662 -2.828015 0.3 -0.3 0.1
H -1.599279 -1.733895 -4.404526 0.0 0.0 0.1
H 1.474129 -0.344810 -3.641347 -0.1 0.0 0.4
H 0.015367 0.062855 -4.438895 0.1 -0.2 -0.2
H 0.975762 -3.970174 -0.111074 0.6 0.3 0.6
C -1.015907 -0.585299 3.078261 -0.8 -1.2 1.9
C 1.181417 2.370764 2.397303 -1.3 -0.7 0.4
C 0.865694 2.569014 1.069171 0.3 1.2 -1.8
C 0.430836 1.424152 3.111832 0.9 0.2 -0.5
C -0.659109 0.753338 2.535108 1.2 0.2 -0.3
C -0.161045 1.913543 0.409030 -1.6 -0.9 2.2
C -0.958241 1.079895 1.220741 0.2 -0.9 -1.3
O 1.536813 3.412786 0.211296 0.4 0.2 0.4
H 1.945631 2.889775 2.944325 0.5 0.2 -0.3
H 0.974521 1.111628 4.007029 -1.0 -0.1 0.3
H -0.467344 2.074144 -0.611982 0.4 0.3 -0.1
H 2.140417 3.991381 0.688004 0.1 -0.1 0.1
H -1.552088 -1.337363 2.492514 -0.1 0.7 -0.7
H -1.545305 -0.671025 4.065724 0.4 0.7 -0.7
H -1.680886 0.404043 0.738719 0.0 0.6 0.1
H -0.055744 -1.040809 3.256740 0.4 -0.5 0.3

---

Repeat the first record exactly.
17
Properties=species:S:1:pos:R:3:forces:R:3 method="wB97M-V/def2-TZVPD" homo_energy_ha=-0.336 gap_ha=0.373 lumo_ev=1.0 spin_multiplicity=1 total_energy_ev=-9795.3350 smiles="[H]/N=C1/CC2(CC2)NN1" de_lowest_kcal_mol=141.4 total_charge=0
H 2.358217 -1.825023 1.172347 1.8 -1.1 2.9
N 2.241212 -1.551940 0.256609 0.6 0.0 -1.0
C 1.024149 -1.279464 0.284639 0.3 -2.3 3.0
C 0.347586 -0.838040 -0.807121 0.6 7.7 -4.6
C -0.269982 0.524063 -0.172052 -6.6 -17.3 1.2
C -1.335235 1.316155 -0.862426 2.7 -0.1 1.5
C 0.074937 1.704651 -0.199552 2.5 14.3 -1.1
N -0.780163 -0.033789 1.200755 0.1 -2.5 -0.8
N 0.052424 -1.423253 1.312025 -1.2 2.5 1.8
H 1.058239 -0.402440 -1.618008 -0.9 -1.3 1.2
H -0.337915 -1.450776 -1.256873 -2.0 -1.4 -0.7
H -1.259678 1.346658 -1.885094 0.1 0.0 -2.2
H -2.257094 1.560200 -0.472110 -1.5 0.3 1.4
H 0.033332 2.294780 0.772452 0.5 -0.5 -1.7
H 0.573715 2.020564 -1.142762 0.7 0.3 1.6
H -1.763503 -0.434517 1.056263 1.8 0.9 -0.1
H 0.239759 -1.527828 2.360907 0.5 0.3 -2.3